# 1
85
Properties=species:S:1:pos:R:3:forces:R:3 method="wB97M-V/def2-TZVPD" gap_ev="8.6 / 7.0" e_tot_ha=-5312.0113 e_above_lowest_kj_mol=0.0 total_charge=+1 spin_multiplicity=6 lumo_ev="-1.98 / -4.42"
Co 0.262 0.058 0.577 -0.422 0.177 -0.181
F 1.016 -3.595 -2.623 -0.049 -0.048 0.026
C 0.355 -4.027 -1.560 0.074 0.036 0.029
F -0.948 -4.017 -1.804 -0.019 -0.009 -0.034
F 0.747 -5.246 -1.240 -0.009 0.008 -0.036
S 0.650 -2.893 -0.139 -0.068 0.043 0.096
O 0.208 -1.582 -0.651 0.093 -0.106 -0.093
O -0.117 -3.357 0.986 0.002 -0.031 -0.015
N 2.203 -2.994 -0.007 0.012 0.009 0.059
S 2.919 -2.057 1.040 -0.079 -0.050 0.009
O 4.281 -1.844 0.714 0.023 -0.028 -0.020
O 2.086 -0.897 1.368 0.038 0.061 -0.059
C 2.908 -3.020 2.639 -0.037 0.079 -0.026
F 3.949 -2.663 3.367 -0.023 0.026 0.034
F 2.939 -4.317 2.408 0.025 -0.019 -0.012
F 1.785 -2.730 3.326 0.035 -0.057 -0.017
C -1.457 -0.874 5.384 0.001 -0.004 -0.002
C -0.739 0.258 4.756 0.035 -0.058 -0.091
N -0.380 1.357 5.328 0.023 0.056 0.053
N 0.241 2.077 4.346 -0.006 -0.016 0.007
C 0.281 1.460 3.167 0.037 -0.024 0.003
S 0.945 2.016 1.716 -0.013 0.033 0.111
N -0.350 0.277 3.424 -0.043 0.085 0.082
N -0.559 -0.702 2.456 0.044 -0.014 -0.094
H -1.583 -0.660 6.442 -0.002 0.001 -0.003
H -0.893 -1.802 5.275 0.003 0.000 0.003
H -2.440 -1.011 4.932 0.002 -0.005 -0.006
H 0.624 2.985 4.551 0.005 0.015 0.007
H -1.553 -0.899 2.358 -0.041 0.019 0.000
H -0.059 -1.555 2.701 0.006 -0.044 -0.026
C -2.483 7.622 -6.221 0.007 -0.009 0.008
C -2.098 6.515 -5.281 -0.008 0.003 -0.004
C -2.921 6.151 -4.223 0.017 0.040 -0.028
C -2.575 5.131 -3.347 -0.012 -0.093 0.116
C -3.506 4.762 -2.220 0.003 0.014 -0.033
C -1.366 4.462 -3.557 -0.071 -0.007 -0.020
Te -0.890 2.892 -2.229 0.000 0.191 -0.143
N -1.451 0.737 -0.168 0.237 -0.351 0.173
C -2.621 0.663 -0.733 -0.039 0.291 -0.109
O -2.967 1.390 -1.712 0.070 -0.113 0.127
C -3.617 -0.273 -0.121 0.054 -0.026 -0.022
C -4.955 0.099 -0.082 -0.001 0.037 0.029
C -5.885 -0.743 0.507 -0.006 -0.005 0.007
C -5.485 -1.960 1.045 -0.010 0.016 -0.010
C -4.152 -2.343 0.983 0.035 -0.020 0.001
C -3.216 -1.500 0.401 -0.111 -0.011 -0.013
C -0.459 1.386 -3.621 0.072 -0.087 -0.016
C -1.337 1.096 -4.671 -0.035 0.044 0.073
C -2.638 1.822 -4.893 0.029 -0.019 -0.007
C -0.972 0.086 -5.557 0.005 -0.027 -0.010
C 0.211 -0.625 -5.425 -0.002 -0.018 -0.027
C 0.573 -1.721 -6.387 -0.005 0.007 0.013
C 1.059 -0.311 -4.368 0.002 -0.026 -0.002
C 0.747 0.686 -3.460 -0.016 0.086 0.023
C 1.716 0.981 -2.343 -0.028 -0.145 -0.047
C -0.503 4.809 -4.604 0.096 -0.099 0.066
C 0.818 4.124 -4.838 -0.012 0.027 -0.008
C -0.893 5.838 -5.448 -0.034 0.029 -0.031
H -3.457 8.036 -5.970 0.002 -0.002 -0.001
H -2.520 7.260 -7.250 0.000 0.001 0.001
H -1.750 8.429 -6.187 -0.002 -0.004 0.002
H -3.857 6.676 -4.072 0.001 -0.004 -0.001
H -4.344 5.454 -2.172 0.003 0.000 -0.009
H -2.999 4.795 -1.252 -0.001 0.016 0.003
H -3.904 3.753 -2.344 0.010 -0.003 -0.001
H -5.253 1.045 -0.513 -0.002 -0.008 0.001
H -6.927 -0.453 0.542 0.002 -0.001 0.001
H -6.217 -2.618 1.494 0.003 0.001 0.002
H -3.842 -3.309 1.362 -0.012 0.009 0.000
H -2.191 -1.824 0.293 0.123 -0.018 0.005
H -3.156 2.006 -3.953 -0.015 0.004 -0.004
H -3.295 1.226 -5.525 0.007 -0.007 0.000
H -2.474 2.780 -5.391 0.005 -0.001 0.003
H -1.646 -0.154 -6.372 0.003 0.005 0.003
H -0.161 -1.807 -7.187 0.001 0.001 0.001
H 0.628 -2.682 -5.871 0.001 0.004 -0.002
H 1.550 -1.537 -6.836 0.000 0.001 0.002
H 1.988 -0.859 -4.250 -0.003 0.005 0.004
H 2.602 0.355 -2.424 0.001 0.000 -0.005
H 1.255 0.747 -1.377 0.030 0.117 0.070
H 2.037 2.023 -2.318 -0.028 0.014 0.010
H 1.381 4.009 -3.908 -0.003 -0.005 0.001
H 1.431 4.705 -5.525 -0.004 0.009 0.010
H 0.685 3.129 -5.266 -0.005 0.007 -0.009
H -0.233 6.126 -6.258 0.001 -0.005 0.003


# 2
81
Properties=species:S:1:pos:R:3:forces:R:3 method="wB97M-V/def2-TZVPD" gap_ev="4.6 / 6.1" e_tot_ha=-5280.8104 e_above_lowest_kj_mol=87.1 total_charge=0 spin_multiplicity=5 lumo_ev="-0.92 / -0.94"
Cr -0.575 0.619 1.522 -0.375 0.359 -0.756
C 2.172 -1.006 0.888 -0.047 -0.073 0.009
C 1.347 -1.358 -0.343 -0.058 0.097 -0.009
C 0.082 -2.036 0.092 0.033 -0.071 0.012
C -0.320 -3.235 -0.481 0.084 0.030 -0.022
C -1.391 -3.928 0.048 -0.056 -0.050 -0.036
C -2.013 -3.430 1.179 0.008 0.024 0.050
C -1.572 -2.226 1.690 0.015 -0.023 0.035
N -0.574 -1.514 1.146 -0.179 -0.224 -0.111
N 1.822 0.283 1.543 -0.265 0.294 -0.027
C 2.191 0.150 2.969 0.019 0.015 0.017
C 1.052 -0.231 3.863 -0.009 0.045 -0.062
C 1.290 -0.877 5.066 0.051 0.036 0.038
C 0.261 -1.009 5.981 0.019 -0.023 0.011
C -0.973 -0.458 5.678 -0.033 0.045 -0.021
C -1.147 0.141 4.446 0.044 -0.037 0.035
N -0.169 0.213 3.530 -0.061 -0.134 0.359
C 2.677 1.326 0.902 0.146 -0.009 0.020
C 2.493 2.776 1.314 -0.105 -0.092 0.005
C 2.704 3.755 0.348 -0.132 -0.019 -0.044
C 2.597 5.082 0.724 -0.011 0.043 -0.008
C 2.288 5.389 2.040 0.003 0.021 -0.033
C 2.097 4.347 2.928 -0.025 -0.128 -0.021
N 2.203 3.063 2.581 0.110 0.021 0.014
H 3.236 -0.985 0.638 0.009 0.001 0.001
H 2.030 -1.794 1.630 0.017 -0.029 -0.012
H 1.914 -2.046 -0.970 0.013 -0.026 0.009
H 1.158 -0.465 -0.945 0.046 -0.033 0.023
H 0.228 -3.619 -1.332 -0.028 -0.001 0.009
H -1.724 -4.853 -0.406 0.015 0.006 0.005
H -2.836 -3.945 1.654 0.010 0.003 0.001
H -2.039 -1.799 2.568 -0.034 0.021 -0.018
H 2.513 1.128 3.321 0.014 0.079 0.028
H 3.022 -0.552 3.090 0.025 0.027 -0.021
H 2.284 -1.244 5.281 -0.012 -0.013 0.007
H 0.426 -1.518 6.922 0.000 0.020 -0.002
H -1.800 -0.494 6.372 0.018 -0.001 0.003
H -2.096 0.568 4.155 -0.012 -0.033 -0.053
H 2.525 1.256 -0.175 0.069 0.013 -0.010
H 3.729 1.060 1.087 -0.033 -0.051 0.041
H 2.889 3.475 -0.682 0.030 -0.031 -0.072
H 2.734 5.865 -0.011 0.008 -0.005 0.012
H 2.181 6.413 2.371 0.008 -0.011 -0.003
H 1.834 4.540 3.961 0.007 -0.005 -0.004
S -6.162 5.352 1.707 -0.006 0.007 -0.015
C -4.918 4.286 1.699 -0.005 -0.010 0.050
S -3.251 4.750 1.733 0.052 0.050 -0.036
C -2.562 3.145 1.727 0.093 0.026 -0.055
C -3.438 2.136 1.695 -0.031 -0.123 -0.031
S -2.957 0.457 1.735 0.207 0.020 0.164
S -5.129 2.567 1.665 -0.025 -0.053 -0.041
S -0.833 2.954 1.829 0.317 -0.102 0.252
C 0.544 -4.602 -4.411 -0.006 0.065 -0.023
C 0.293 -3.697 -5.609 0.028 -0.048 0.024
S -0.963 -2.466 -5.329 -0.037 0.008 0.063
O -1.287 -1.871 -6.598 -0.022 -0.018 0.073
O -2.011 -3.055 -4.521 0.022 0.014 -0.067
C -0.137 -1.268 -4.315 -0.085 0.020 -0.036
C -1.077 -0.100 -4.001 0.134 -0.066 0.017
N -0.714 0.499 -2.724 -0.106 0.041 -0.057
C -1.343 0.220 -1.549 -0.065 -0.198 -0.076
N -0.773 0.878 -0.557 0.134 0.326 0.331
C 0.241 1.650 -1.105 -0.106 -0.056 -0.109
C 0.326 1.378 -2.449 0.064 -0.095 0.095
N 1.327 1.710 -3.314 0.172 0.101 -0.165
O 1.263 1.324 -4.538 0.007 0.077 0.192
O 2.323 2.349 -2.816 -0.155 -0.046 0.047
C -2.519 -0.690 -1.491 0.029 -0.075 0.057
H 1.161 -5.449 -4.706 0.018 0.018 0.006
H -0.398 -4.977 -4.015 -0.008 -0.020 -0.022
H 1.069 -4.070 -3.614 0.004 0.001 -0.023
H -0.084 -4.244 -6.474 0.004 -0.033 0.022
H 1.182 -3.145 -5.917 -0.004 -0.049 -0.074
H 0.751 -0.892 -4.823 0.024 -0.025 0.038
H 0.136 -1.805 -3.402 0.027 0.069 0.010
H -2.108 -0.437 -3.923 0.002 -0.018 -0.006
H -0.994 0.643 -4.784 -0.005 0.042 0.025
H 0.787 2.381 -0.549 -0.032 0.047 0.063
H -2.304 -1.655 -1.954 0.005 -0.008 -0.022
H -3.364 -0.254 -2.028 -0.011 0.023 0.022
H -2.826 -0.832 -0.459 0.019 0.011 -0.087


# 3
73
Properties=species:S:1:pos:R:3:forces:R:3 method="wB97M-V/def2-TZVPD" gap_ev="6.0 / 5.4" e_tot_ha=-14511.9688 e_above_lowest_kj_mol=213.2 total_charge=-1 spin_multiplicity=6 lumo_ev="1.71 / 1.01"
Mn 1.720 -1.282 1.180 -2.369 3.081 0.672
Se 2.228 -1.561 3.546 0.176 -0.045 1.469
Se 1.247 -3.099 4.789 -0.264 -0.309 0.074
Se -1.117 -4.125 2.216 -0.067 0.175 0.709
Se 0.336 -2.930 1.021 -1.616 -3.160 -1.395
Ge 1.908 -1.090 -1.185 0.408 -0.319 -1.946
C 1.370 0.465 -2.281 -0.254 -0.123 0.274
C 2.325 1.456 -2.498 0.036 0.025 0.019
C 2.061 2.537 -3.327 -0.017 0.004 0.005
C 0.829 2.642 -3.958 0.010 0.052 -0.015
C -0.137 1.671 -3.742 -0.021 -0.014 0.007
C 0.130 0.596 -2.904 0.054 0.096 -0.063
C 1.518 -2.723 -2.250 -0.170 0.322 0.162
C 0.286 -2.961 -2.857 0.055 -0.064 0.041
C 0.092 -4.071 -3.667 -0.050 0.042 0.023
C 1.124 -4.976 -3.862 0.023 -0.051 -0.031
C 2.345 -4.774 -3.234 -0.015 -0.003 0.009
C 2.537 -3.653 -2.437 0.023 -0.006 0.002
H 3.446 -1.012 -1.436 -0.047 0.043 0.131
H 3.292 1.378 -2.013 0.008 0.004 -0.019
H 2.817 3.298 -3.483 0.003 -0.004 -0.001
H 0.621 3.480 -4.612 -0.005 0.004 0.016
H -1.105 1.749 -4.222 -0.005 0.012 0.012
H -0.649 -0.134 -2.731 0.079 0.099 -0.213
H -0.541 -2.282 -2.686 0.052 -0.030 -0.067
H -0.869 -4.230 -4.144 0.000 -0.019 0.013
H 0.977 -5.841 -4.497 -0.006 -0.006 0.018
H 3.148 -5.489 -3.365 0.004 0.005 -0.006
H 3.493 -3.500 -1.948 0.012 -0.003 -0.027
C -1.679 -0.656 3.769 0.113 0.021 -0.106
C -1.388 0.800 3.389 -0.209 0.141 -0.173
C -0.124 1.295 4.099 0.076 -0.034 -0.103
C -2.551 1.690 3.848 0.092 -0.033 -0.081
Si -1.020 0.812 1.509 -0.114 -0.226 0.125
O 0.383 0.071 1.252 0.869 -0.302 -0.183
C -0.974 2.572 0.820 -0.068 -0.063 0.097
C 0.124 3.054 0.109 0.099 -0.034 0.067
C 0.129 4.332 -0.435 -0.023 0.030 0.000
C -0.972 5.161 -0.271 0.037 -0.005 -0.001
C -2.080 4.699 0.425 -0.021 0.020 0.024
C -2.079 3.418 0.958 0.004 -0.024 -0.109
C -2.368 -0.068 0.499 -0.011 0.126 0.168
C -3.725 -0.077 0.822 0.011 0.007 -0.029
C -4.661 -0.701 0.006 -0.029 -0.016 0.013
C -4.254 -1.330 -1.160 -0.004 -0.019 -0.044
C -2.910 -1.330 -1.507 -0.032 0.002 0.041
C -1.987 -0.704 -0.683 -0.009 -0.051 0.123
H -1.624 -0.797 4.854 -0.023 0.025 0.022
H -0.959 -1.338 3.313 -0.007 -0.014 0.111
H -2.670 -0.969 3.429 0.006 -0.003 0.014
H -0.249 1.235 5.186 -0.034 0.011 0.006
H 0.096 2.334 3.835 -0.012 0.011 0.022
H 0.743 0.692 3.832 -0.005 0.040 0.038
H -2.707 1.562 4.926 0.000 -0.017 0.000
H -3.489 1.440 3.348 -0.030 0.047 0.068
H -2.335 2.745 3.670 -0.041 0.011 0.007
H 0.990 2.416 -0.017 0.038 -0.052 -0.013
H 0.993 4.676 -0.989 0.018 0.004 -0.013
H -0.967 6.163 -0.685 -0.005 -0.010 -0.016
H -2.946 5.339 0.552 -0.003 -0.012 -0.010
H -2.966 3.064 1.472 -0.016 0.025 0.011
H -4.068 0.406 1.729 -0.024 -0.037 -0.016
H -5.708 -0.705 0.286 0.006 0.011 0.000
H -4.979 -1.826 -1.795 -0.003 0.002 0.008
H -2.585 -1.832 -2.411 -0.046 0.014 -0.007
H -0.937 -0.708 -0.950 -0.081 -0.103 0.179
C 5.379 -0.858 1.510 -0.132 0.010 -0.202
C 3.929 -1.018 1.164 1.920 0.034 -0.154
O 3.167 -0.010 1.119 1.089 0.605 0.251
O 3.439 -2.167 0.946 0.520 0.053 -0.061
H 5.452 -0.644 2.576 -0.014 0.000 0.016
H 5.777 -0.008 0.957 0.051 -0.014 0.037
H 5.926 -1.769 1.281 0.012 0.007 0.003